Record 1
Formula: C3H4N2S3
Source: the OMol25 dataset
Level of theory: the ωB97M-V functional and the def2-TZVPD basis

CARTESIAN COORDINATES (ANGSTROEM)
C -2.8806 0.0581 -0.1264
C 0.5858 -0.2441 0.7749
C -0.0330 -1.3933 0.1662
N -1.7141 0.4472 0.2733
N -0.4191 0.0071 -0.2228
S -4.2409 -0.2604 -0.7729
S -1.1412 -2.4159 0.9768
S 0.9148 -2.1358 -1.2423
H 0.2253 -0.2412 1.8731
H 1.5392 -0.0243 0.4802
H -1.6763 0.9301 1.1845
H 2.0005 -2.1007 -0.6859

Computed properties:
energy	-1420.583659	hartree
energy above the lowest of the compared OMol25 structures with the same formula, charge and spin	499.2	kJ/mol
Kohn-Sham gap	4.99	eV
spin multiplicity	1
maximum force	0.0881	hartree/bohr

Record 2
Formula: C50H61BrN8SbTl
Source: the OMol25 dataset
Level of theory: the ωB97M-V functional and the def2-TZVPD basis

CARTESIAN COORDINATES (ANGSTROEM)
Tl -0.9779 0.7272 0.2848
Br 3.2174 0.1737 6.6363
C 1.7047 0.4833 5.4837
C 1.8840 0.9506 4.2480
C 0.7175 1.3708 3.3975
C -0.5966 0.7780 3.8739
C -0.6940 0.4006 5.2702
C 0.3967 0.2465 6.0491
N -1.5685 0.6812 3.0187
C -2.8401 0.2890 3.3052
C -3.8343 0.2569 2.3249
C -5.1906 -0.0674 2.6743
C -6.1784 -0.0182 1.7367
C -5.8731 0.3326 0.4055
C -4.5437 0.5738 0.1219
N -3.5528 0.5244 1.0099
H 2.8758 1.1298 3.8540
H 0.8934 1.0450 2.3648
H -1.6647 0.1724 5.6910
H 0.3108 -0.0729 7.0796
H -3.1482 0.0467 4.3204
H -5.4096 -0.3333 3.7025
H -7.2014 -0.2505 2.0175
H -6.6280 0.4016 -0.3652
H -4.2422 0.8111 -0.8984
C 5.0558 0.1311 -1.8692
N 3.7596 -0.4601 -1.6260
C 3.7566 -1.8967 -1.5368
C 2.7718 0.2706 -0.9633
N 2.0854 -0.1674 0.0415
C 2.7082 -0.8977 1.0429
C 4.0069 -0.5471 1.3828
C 4.6725 -1.0769 2.4955
C 4.0236 -1.9418 3.3202
C 2.6919 -2.3324 3.0369
C 2.0518 -3.2032 3.9530
C 0.7730 -3.6146 3.7362
C 0.1105 -3.2203 2.5667
C 0.6982 -2.4019 1.6219
N -0.0483 -2.1493 0.4652
C -0.4728 -3.1452 -0.2407
N 0.1708 -4.3858 -0.3934
C -0.6008 -5.5922 -0.1810
C 1.5761 -4.5527 -0.1005
N -1.6262 -3.0567 -0.9621
C -1.7772 -3.6312 -2.2789
C -2.7458 -2.2596 -0.5061
C 2.0123 -1.8592 1.8730
N 2.5652 1.5044 -1.4930
C 1.9523 2.5656 -0.7195
C 2.7454 1.8083 -2.8975
H 5.8040 -0.3011 -1.1912
H 5.0168 1.2043 -1.6951
H 5.3834 -0.0420 -2.9002
H 4.2028 -2.3091 -2.4469
H 2.7273 -2.2396 -1.4766
H 4.3099 -2.2739 -0.6662
H 4.4886 0.2328 0.8041
H 5.6772 -0.7428 2.7280
H 4.4920 -2.3156 4.2223
H 2.5953 -3.5013 4.8416
H 0.2671 -4.2524 4.4515
H -0.9067 -3.5474 2.3838
H -1.6625 -5.3827 -0.2730
H -0.4123 -5.9968 0.8232
H -0.3323 -6.3594 -0.9151
H 2.0871 -3.6032 -0.1932
H 2.0088 -5.2597 -0.8170
H 1.7519 -4.9285 0.9143
H -0.8371 -4.0647 -2.6115
H -2.0607 -2.8420 -2.9795
H -2.5539 -4.4073 -2.2921
H -3.6375 -2.8929 -0.4178
H -2.9500 -1.4446 -1.2021
H -2.5302 -1.8360 0.4686
H 1.9581 2.3141 0.3391
H 0.9213 2.7405 -1.0321
H 2.5193 3.4897 -0.8712
H 2.9606 0.9042 -3.4599
H 3.5567 2.5315 -3.0456
H 1.8230 2.2420 -3.2914
C -1.9749 5.9203 0.7402
Sb -0.8075 4.2462 1.8157
C -2.0855 4.5968 3.5162
C 0.6496 5.7958 2.2699
H -2.0554 6.8354 1.3402
H -2.9832 5.5816 0.4786
H -1.4484 6.1600 -0.1915
H -2.1775 5.6738 3.6683
H -1.6554 4.1241 4.3967
H -3.0741 4.1750 3.3290
H 0.1110 6.7193 2.4892
H 1.2980 5.9702 1.4075
H 1.2613 5.5093 3.1237
C 1.7319 -0.7770 -7.0174
C 2.1827 -1.5933 -5.9889
C 1.5908 -1.5264 -4.7356
C 0.5366 -0.6468 -4.4669
C 0.0880 0.1630 -5.5186
C 0.6783 0.0985 -6.7697
C -0.0504 -0.5948 -3.1093
C -1.1117 0.0955 -2.7028
C -2.1318 0.8708 -3.2709
C -2.2469 2.2701 -3.0329
C -3.3519 2.9862 -3.4441
C -4.4132 2.3735 -4.1122
C -4.3181 1.0085 -4.3703
C -3.2141 0.2740 -3.9796
H 2.1926 -0.8208 -7.9973
H 3.0012 -2.2837 -6.1634
H 1.9482 -2.1624 -3.9328
H -0.7290 0.8482 -5.3308
H 0.3156 0.7407 -7.5646
H 0.4914 -1.2190 -2.3873
H -1.4608 2.7742 -2.4811
H -3.3969 4.0460 -3.2166
H -5.2890 2.9384 -4.4048
H -5.1244 0.5035 -4.8943
H -3.1653 -0.7867 -4.2028
C 0.6727 2.9078 3.4503
H 0.4110 3.2188 4.4724
H 1.6636 3.3283 3.2157

Computed properties:
energy	-5366.506184	hartree
energy above the lowest of the compared OMol25 structures with the same formula, charge and spin	0.0	kJ/mol
Kohn-Sham gap	4.22	eV
total charge	-2
spin multiplicity	1
maximum force	0.0105	hartree/bohr

Record 3
Formula: C17H19Cl2HoN3
Source: the OMol25 dataset
Level of theory: the ωB97M-V functional and the def2-TZVPD basis

CARTESIAN COORDINATES (ANGSTROEM)
Ho 1.7556 -0.3145 -1.7073
Cl 1.8327 -2.4679 -3.0291
Cl 2.6664 1.9859 -1.4686
C 3.5050 -1.0681 -0.7950
H 4.1065 -0.4353 -0.1096
H 3.8886 -2.1006 -0.8564
C -1.5947 1.0991 -3.1010
C -0.3369 0.8447 -3.3615
H -1.9011 1.5686 -2.1621
C 0.1118 0.1082 -4.6120
H 0.4729 1.3721 -2.8038
C -0.9970 -0.0229 -5.6812
H 0.9927 0.5979 -5.0576
H 0.4479 -0.9164 -4.3545
C -2.3663 -0.2836 -5.0602
H -1.0308 0.9018 -6.2674
H -0.7378 -0.8288 -6.3766
C -2.7052 0.8609 -4.0932
H -3.1279 -0.3714 -5.8405
H -2.3431 -1.2350 -4.5152
H -2.8536 1.7593 -4.7151
H -3.6597 0.6928 -3.5854
N -0.6884 1.7175 8.8452
C -0.5117 1.3423 7.7504
C -0.2844 0.8625 6.4143
C -0.6053 1.6663 5.3097
C -0.3727 1.2008 4.0145
C 0.1639 -0.0817 3.8400
C 0.5142 -0.8817 4.9341
C 0.2760 -0.4052 6.2210
N 0.3876 -0.5698 2.5405
C 0.8957 -1.8330 2.1928
C 0.9953 -1.8507 0.8341
N 0.5938 -0.6086 0.3293
C 0.2145 0.1311 1.3851
H -1.0323 2.6571 5.4562
H -0.6021 1.8353 3.1592
H 0.9822 -1.8532 4.7825
H 0.5360 -1.0260 7.0798
H 1.1775 -2.5780 2.9114
H 1.4041 -2.6128 0.1818
H -0.1702 1.1413 1.3716

Computed properties:
energy	-2691.927344	hartree
Kohn-Sham gap (spin up / spin down)	3.42 / 3.58	eV
total charge	-1
spin multiplicity	5
maximum force	0.0447	hartree/bohr

Record 4
Formula: C25H14N5O2S7Ti
Source: the OMol25 dataset
Level of theory: the ωB97M-V functional and the def2-TZVPD basis

CARTESIAN COORDINATES (ANGSTROEM)
Ti 1.2341 -0.7114 1.1530
S 6.9802 4.3348 0.2167
C 5.7405 3.2384 0.4292
S 4.0959 3.6802 0.6402
C 3.4105 2.0806 0.7828
C 4.2892 1.0579 0.6998
S 3.8508 -0.6119 0.8083
S 5.9546 1.5351 0.4622
S 1.6985 1.8661 0.9976
S 1.1742 -0.7914 3.6548
C -0.2585 -1.7270 4.0225
C -0.5699 -1.8500 5.4223
N -0.8088 -1.9219 6.5483
C -1.0847 -2.3296 3.1132
S -0.8894 -2.2855 1.3908
C -2.2355 -3.0570 3.5856
N -3.1620 -3.6529 3.9262
C 1.0627 -1.2439 -3.1888
C 1.3280 -1.6528 -1.7590
O 0.9772 -0.8380 -0.8957
C 1.9359 -2.9234 -1.4656
C 2.2575 -3.8137 -2.5127
C 2.7952 -5.0511 -2.2821
C 3.0276 -5.4502 -0.9482
C 2.7348 -4.6209 0.0944
C 2.1922 -3.3166 -0.1154
O 1.9661 -2.5890 0.9012
H 0.6269 -0.2488 -3.1845
H 0.3741 -1.9414 -3.6680
H 1.9924 -1.2278 -3.7586
H 2.0722 -3.5067 -3.5347
H 3.0363 -5.7146 -3.1021
H 3.4466 -6.4303 -0.7488
H 2.9103 -4.9099 1.1220
N -6.0102 5.8914 -3.6387
C -5.3856 5.2192 -2.9449
C -4.6085 4.3751 -2.0779
C -5.2447 3.5983 -1.1105
C -4.5030 2.7804 -0.2816
C -3.1145 2.7427 -0.4035
C -2.4732 3.5315 -1.3598
C -3.2188 4.3344 -2.1988
N -2.3622 1.9214 0.4356
C -2.6346 1.5790 1.7567
C -1.6173 0.7813 2.1562
N -0.7213 0.6269 1.1207
C -1.1785 1.3159 0.1205
H -6.3223 3.6270 -1.0229
H -4.9963 2.1489 0.4440
H -1.3927 3.5340 -1.4164
H -2.7259 4.9500 -2.9387
H -3.4866 1.9657 2.2863
H -1.4514 0.3153 3.1123
H -0.7082 1.3860 -0.8455

Computed properties:
energy	-5022.381655	hartree
energy above the lowest of the compared OMol25 structures with the same formula, charge and spin	1.2	kJ/mol
Kohn-Sham gap (spin up / spin down)	4.61 / 4.86	eV
total charge	-2
spin multiplicity	2
maximum force	0.0110	hartree/bohr